Formula: C15H32GeIrNO6P3
Source: the Open Molecules 2025 dataset
Level of theory: ωB97M-V with the def2-TZVPD basis set

Summary:
- M: 680.2 g mol⁻¹
- Multiplicity: 6
- Max |F|: 0.0283 Eh/bohr
- Lowest unoccupied orbital energy (alpha / beta): 0.5 / -1.5 eV

CARTESIAN COORDINATES (ANGSTROEM)
Ir1 0.604 -0.225 0.459
N1 0.876 -2.853 -3.508
C1 1.641 -2.961 -2.247
C2 2.666 -4.059 -2.278
P1 0.344 -3.030 -0.939
O1 0.015 -4.626 -0.917
O2 0.873 -2.631 0.401
O3 -0.785 -2.305 -1.594
P2 2.417 -1.253 -2.184
O4 3.616 -1.406 -1.132
O5 2.886 -1.051 -3.573
O6 1.412 -0.250 -1.666
H1 0.712 -3.750 -3.965
H2 1.415 -2.178 -4.096
H3 -0.039 -2.446 -3.137
H4 2.205 -5.012 -2.544
H5 3.107 -4.153 -1.288
H6 3.458 -3.812 -2.985
H7 -0.147 -4.930 -0.026
H8 3.278 -1.414 -0.231
C3 2.315 -0.203 1.981
H9 3.219 0.123 1.473
H10 2.430 -1.221 2.345
H11 2.137 0.464 2.819
C4 -2.667 -0.036 -2.051
Ge1 -2.955 -0.864 -0.265
C5 -4.581 0.042 0.529
C6 -3.533 -2.786 -0.402
C7 -1.500 -0.528 0.951
H12 -3.196 -0.601 -2.810
H13 -1.609 -0.052 -2.280
H14 -3.029 0.987 -2.086
H15 -5.484 -0.347 0.070
H16 -4.548 1.113 0.369
H17 -4.649 -0.133 1.596
H18 -4.603 -2.840 -0.574
H19 -3.300 -3.316 0.516
H20 -3.015 -3.271 -1.218
H21 -1.691 -0.793 1.991
C8 -1.393 2.751 0.240
P3 0.402 2.363 0.317
C9 1.041 3.561 -0.927
C10 0.791 3.107 1.930
C11 0.301 2.402 3.028
C12 0.500 2.869 4.312
C13 1.192 4.053 4.514
C14 1.700 4.747 3.429
C15 1.509 4.277 2.138
H22 -1.920 2.117 0.950
H23 -1.753 2.517 -0.757
H24 -1.566 3.801 0.469
H25 0.615 4.548 -0.751
H26 0.741 3.199 -1.908
H27 2.127 3.602 -0.893
H28 -0.212 1.464 2.842
H29 0.120 2.318 5.159
H30 1.343 4.430 5.516
H31 2.251 5.663 3.589
H32 1.919 4.820 1.300

---

Formula: C6H14O2
Source: the Open Molecules 2025 dataset
Level of theory: ωB97M-V with the def2-TZVPD basis set

Summary:
- M: 118.2 g mol⁻¹
- Structure (SMILES): C=C/C(C)=C/C.O.O
- Max |F|: 0.0447 Eh/bohr
- Lowest unoccupied orbital energy: 0.5 eV

CARTESIAN COORDINATES (ANGSTROEM)
C1 0.755 -1.760 0.015
C2 -0.094 -0.842 0.458
C3 0.217 0.590 0.667
C4 0.002 1.516 -0.522
C5 0.603 1.000 1.894
C6 1.258 2.330 2.073
H1 1.769 -1.407 -0.137
H2 0.394 -2.769 -0.080
H3 -1.139 -1.088 0.637
H4 -0.868 2.137 -0.300
H5 -0.049 0.848 -1.381
H6 0.825 2.202 -0.688
H7 0.819 0.248 2.644
H8 2.344 2.155 2.098
H9 1.049 2.750 3.068
H10 1.034 3.156 1.404
O1 0.083 -2.800 -2.687
H11 -0.183 -3.656 -2.303
H12 -0.678 -2.203 -2.689
O2 -2.408 -0.804 -1.680
H13 -2.909 -1.528 -1.311
H14 -2.823 -0.076 -1.180